No. 1
Molecular formula: C17H19NO5S
Method: DFT, ωB97M-V with the def2-TZVPD basis set

XYZ file:
```
43
Properties=species:S:1:pos:R:3:forces:R:3
C -3.50186 -3.41664 1.80605 0.018 -0.185 -0.100
O -3.61596 -2.16235 2.43266 -0.005 0.305 0.121
C -2.86020 -1.13067 1.96614 0.070 0.136 -0.027
C -3.02191 0.09049 2.62439 -0.077 -0.194 0.029
C -2.30085 1.19680 2.23350 0.013 -0.147 -0.053
C -1.39642 1.12573 1.17649 0.054 0.011 -0.238
C -0.57775 2.32268 0.78075 0.086 0.059 0.244
C 0.42166 2.70572 1.88662 -0.217 0.431 -0.392
N 1.26402 1.62535 2.33225 0.928 -0.201 -0.200
S 2.70516 1.32518 1.56610 -0.346 -0.221 0.420
O 3.44113 0.44927 2.42690 -0.221 -0.241 -0.146
O 3.26092 2.59330 1.20154 -0.243 0.067 -0.305
C 2.29562 0.40962 0.07995 0.253 0.380 0.459
C 2.08601 -0.95353 0.17375 0.043 -0.168 -0.006
C 1.75488 -1.66566 -0.96286 -0.037 0.188 -0.134
C 1.61584 -1.01215 -2.18404 0.072 0.090 0.010
C 1.79788 0.37688 -2.26026 -0.106 -0.106 0.163
C 2.15780 1.07994 -1.11601 0.005 -0.060 -0.303
O 1.62415 1.06905 -3.42569 0.251 0.104 0.295
C 0.95781 0.33085 -4.42794 -0.135 -0.502 -0.246
C 1.52837 -1.08350 -4.50606 0.009 0.503 -0.328
O 1.31174 -1.76097 -3.28597 -0.063 -0.053 0.420
C -1.24806 -0.08739 0.52356 -0.021 0.234 0.089
C -1.96619 -1.20935 0.90549 -0.202 -0.342 0.104
H -2.48506 -3.81493 1.88441 -0.031 0.021 -0.017
H -3.79303 -3.36748 0.75173 0.028 0.000 0.034
H -4.18732 -4.07468 2.33768 0.065 0.005 -0.071
H -3.72413 0.14140 3.44128 -0.094 0.010 0.104
H -2.44409 2.13341 2.75173 -0.036 0.124 0.091
H -1.22902 3.18195 0.60517 0.032 0.037 -0.080
H -0.03761 2.10724 -0.14200 -0.085 0.065 -0.006
H 1.10426 3.47925 1.53162 -0.220 0.157 0.100
H -0.12111 3.08751 2.75698 0.096 0.019 -0.073
H 0.77747 0.78748 2.60808 0.016 -0.287 0.092
H 2.21189 -1.43845 1.12749 0.012 -0.166 0.092
H 1.60366 -2.73269 -0.93761 -0.001 -0.144 0.013
H 2.33924 2.14099 -1.16798 -0.003 0.176 -0.082
H 1.10733 0.87337 -5.36204 -0.043 -0.088 0.052
H -0.11554 0.27654 -4.19995 0.103 0.038 -0.039
H 1.03184 -1.67204 -5.27839 0.063 0.095 0.027
H 2.60476 -1.02923 -4.71586 -0.106 -0.044 0.002
H -0.56075 -0.16681 -0.30619 0.091 0.014 -0.091
H -1.81660 -2.13145 0.36649 -0.017 -0.120 -0.026
```
Forces are in eV/Å.

Frontier orbital gap, eV: 9.062
HOMO, eV: -8.531
Total energy, Eh: -1488.31774
Maximum force, eV Å⁻¹: 1.0
SMILES string: COc1ccc(CCNS(=O)(=O)c2ccc3c(c2)OCCO3)cc1
M, g/mol: 349.41
Net charge: 0

No. 2
Molecular formula: C6H12O
Method: DFT, ωB97M-V with the def2-TZVPD basis set

XYZ file:
```
19
Properties=species:S:1:pos:R:3:forces:R:3
C -1.83915 1.47137 -0.43890 -0.444 0.377 0.315
O -0.54051 1.02452 -0.51545 -0.290 0.933 0.534
C 0.27969 0.67475 0.58042 -0.530 0.203 -0.174
C 0.02469 -0.61448 1.43406 -0.394 0.020 0.056
C 1.39280 -1.18370 0.96836 -0.279 -0.055 -0.319
C 1.39142 -0.07171 -0.11510 -0.868 -0.320 -1.210
C 0.23141 -0.63192 -1.59410 1.569 -0.566 0.510
H -1.82310 2.52555 -0.15753 -0.549 0.174 0.163
H -2.44736 0.87628 0.25197 -0.086 0.133 0.048
H -2.25837 1.37771 -1.45370 0.043 0.057 0.325
H 0.42743 1.59814 1.15218 0.514 -0.262 0.196
H -0.08331 -0.46365 2.51218 -0.055 0.022 -0.186
H -0.81603 -1.20210 1.06404 -0.037 0.077 0.071
H 1.41611 -2.20153 0.56348 -0.223 0.088 0.112
H 2.14722 -1.16290 1.77974 -0.151 0.438 -0.658
H 2.36050 0.43109 -0.33874 -0.878 -0.414 -0.543
H 0.89266 -1.40726 -1.88788 0.424 -1.065 -0.822
H -0.77392 -1.07074 -1.35558 1.278 0.291 0.584
H -0.00815 0.02598 -2.46515 0.953 -0.133 0.997
```
Forces are in eV/Å.

Frontier orbital gap, eV: 10.025
HOMO, eV: -8.976
Total energy, Eh: -310.89576
Maximum force, eV Å⁻¹: 1.7
M, g/mol: 100.16
Net charge: 0

No. 3
Molecular formula: C2H4F2O
Method: DFT, ωB97M-V with the def2-TZVPD basis set

XYZ file:
```
9
Properties=species:S:1:pos:R:3:forces:R:3
C 0.11182 -0.94589 -0.49633 -2.552 2.314 -3.051
C -0.31687 0.47219 -0.04277 4.586 -0.990 3.605
O 0.15304 0.53017 1.61166 -1.053 1.151 -4.065
F -1.55582 0.84081 -0.15507 -0.401 -0.145 -0.095
F 0.50158 1.37948 -0.59645 -0.429 0.659 -0.249
H -0.72937 -1.46051 -0.10006 -0.336 -1.613 -0.141
H 0.25788 -1.00337 -1.67375 -1.092 0.254 2.323
H 1.03315 -1.25982 -0.16909 1.860 -0.339 1.562
H 0.54460 1.44694 1.62186 -0.583 -1.292 0.111
```
Forces are in eV/Å.

Frontier orbital gap, eV: 11.865
HOMO, eV: -10.994
Total energy, Eh: -353.53448
Maximum force, eV Å⁻¹: 5.9
SMILES string: CC(O)(F)F
M, g/mol: 82.05
Net charge: 0